1.
This record from the OMol25 dataset describes a structure of composition C4H8B2F8OSn in a non-equilibrium geometry. The level of theory is wB97M-V/def2-TZVPD.

Calculated values
Molar mass (g/mol): 364.4
Net charge: 0
ΔE to the lowest compared entry with this formula, charge and spin (kcal/mol): 28.01
Kohn-Sham gap (eV): 6.80

Last column: Mulliken charge in e.
Positions of all 24 atoms, in Å:
Sn (1.00586, -0.74437, 0.45291)  1.7023
B (4.26442, -1.91785, 2.52976)  0.4691
F (2.85763, -1.65507, 2.19802)  -0.3139
F (4.95038, -2.15097, 1.33289)  -0.3727
F (4.68640, -0.79778, 3.22844)  -0.3592
F (4.41006, -3.08831, 3.26569)  -0.3446
B (3.31606, -0.02577, -1.63235)  0.5854
F (2.03900, 0.56758, -1.79187)  -0.4422
F (3.50222, -0.93673, -2.64855)  -0.3360
F (4.28514, 0.94358, -1.62413)  -0.3189
F (3.19968, -0.65847, -0.33436)  -0.3312
C (-3.75374, 1.38009, 0.01521)  -0.5765
C (-3.45346, 0.70734, -1.35022)  -0.6074
C (-2.41209, -0.33516, -0.94315)  -0.4557
O (-1.70166, 0.27067, 0.12993)  -0.3025
C (-2.37069, 1.42019, 0.65611)  -0.5369
H (-4.48865, 0.82653, 0.60509)  0.2586
H (-4.17924, 2.38357, 0.05259)  0.3546
H (-3.06042, 1.46673, -2.02813)  0.2720
H (-4.33583, 0.30239, -1.83944)  0.3619
H (-1.71638, -0.57550, -1.74725)  0.3838
H (-2.97108, -1.21015, -0.60164)  0.2834
H (-1.82786, 2.31968, 0.33780)  0.2930
H (-2.24576, 1.50779, 1.73666)  0.3334

Atoms 1-3, force components in eV/Å:
2.9 0.1 -0.2
1.9 -0.7 -0.1
-2.0 0.3 -0.8


2.
This record from the OMol25 dataset describes a cluster of 2 separate species, C2H9N4 in total. The level of theory is wB97M-V/def2-TZVPD.

Calculated values
Molar mass (g/mol): 89.1
Net charge: +1
ΔE to the lowest compared entry with this formula, charge and spin (kcal/mol): 0.00
Kohn-Sham gap (eV): 11.91

Last column: Mulliken charge in e.
Positions of all 15 atoms, in Å:
C (2.41486, 1.37688, -1.51016)  -0.2705
N (1.15810, 1.38981, -1.37053)  -0.5073
H (2.95119, 0.48468, -1.18435)  0.2350
H (2.98276, 2.19137, -1.95603)  0.2598
H (0.76138, 2.26285, -1.71546)  0.1701
N (-0.72790, 0.47193, 1.33516)  -0.3378
C (-0.87173, -0.68731, 0.68667)  0.6210
N (-1.62738, -1.66299, 1.24416)  -0.4429
N (-0.37832, -0.81958, -0.52383)  -0.2680
H (-1.07946, 0.55620, 2.27586)  0.2159
H (0.00710, 1.09715, 1.04379)  0.2272
H (-1.48028, -2.59062, 0.87193)  0.2608
H (-1.68289, -1.67345, 2.25201)  0.2709
H (-0.70693, -1.55820, -1.12211)  0.2284
H (0.14562, -0.01575, -0.92997)  0.3373

Atoms 1-3, force components in eV/Å:
0.1 -0.4 0.0
-0.1 0.3 0.0
0.1 0.2 -0.1


3.
This record from the OMol25 dataset describes a structure of composition C60H40BrFeN4O2P2S2 in a non-equilibrium geometry. The level of theory is wB97M-V/def2-TZVPD.

Calculated values
Molar mass (g/mol): 1110.8
Net charge: -1
ΔE to the lowest compared entry with this formula, charge and spin (kcal/mol): 22.76
Kohn-Sham gap (eV): 4.98

Last column: Mulliken charge in e.
Positions of all 112 atoms, in Å:
Fe (-0.17767, -0.47949, 0.05846)  0.1741
Br (-2.69254, 3.22096, 5.87973)  -0.2278
C (-1.70393, 2.33570, 4.51647)  -0.8655
C (-0.40548, 2.76241, 4.22658)  -0.4568
C (0.28810, 2.14344, 3.21892)  -0.5632
C (-0.27354, 1.11835, 2.41925)  0.6113
O (0.45205, 0.57863, 1.50090)  -0.0676
C (-1.60729, 0.70151, 2.73869)  0.1942
C (-2.28835, -0.34205, 2.03902)  -0.8330
N (-1.88057, -0.83019, 0.91747)  2.2600
C (-2.54382, -1.82609, 0.21608)  -0.0675
C (-3.63853, -2.55872, 0.63888)  -0.6895
C (-4.22277, -3.51147, -0.19898)  -1.2433
C (-3.77480, -3.70772, -1.48245)  -0.9805
C (-2.68709, -2.95630, -1.96272)  0.9507
C (-2.21050, -3.03091, -3.28732)  -1.3151
C (-1.19164, -2.20131, -3.67640)  -1.4212
C (-0.58675, -1.36649, -2.73315)  0.1534
N (-0.94880, -1.32824, -1.46208)  1.7879
C (-2.03817, -2.05676, -1.08309)  -0.4462
C (-2.28058, 1.31512, 3.81357)  -0.8704
H (0.04253, 3.56768, 4.79184)  0.5408
H (1.30698, 2.44008, 3.01048)  0.3341
H (-3.22132, -0.69586, 2.47438)  0.0545
H (-4.02552, -2.43160, 1.63876)  0.5690
H (-5.04876, -4.10474, 0.17126)  0.4098
H (-4.25077, -4.42786, -2.13650)  0.4587
H (-2.68056, -3.71541, -3.98259)  0.4505
H (-0.83288, -2.19858, -4.69652)  0.5204
H (0.22149, -0.70831, -3.01971)  0.0202
H (-3.28017, 0.97674, 4.06004)  0.6264
O (1.28436, 1.39123, -2.23674)  0.6353
C (2.61838, 1.19945, -2.44950)  -0.4284
C (3.45347, 2.12712, -3.06143)  -0.5849
C (4.80490, 1.84897, -3.16856)  -0.8521
C (5.31927, 0.66464, -2.66221)  -0.9718
C (4.48346, -0.23130, -2.01539)  0.0353
C (3.11943, 0.02429, -1.89179)  -0.9228
P (1.95471, -1.01769, -0.86984)  1.7975
C (3.25055, -1.40407, 0.37482)  0.9129
C (3.70312, -0.31779, 1.12406)  -0.3171
C (4.76894, -0.46690, 1.99481)  -0.4113
C (5.38216, -1.70469, 2.13311)  -0.7803
C (4.91211, -2.79443, 1.41539)  -0.7605
C (3.85189, -2.64637, 0.53332)  0.0637
C (1.94450, -2.56368, -1.87539)  0.8803
C (2.60556, -2.68235, -3.09712)  -0.9705
C (2.54656, -3.86356, -3.82398)  -0.8037
C (1.82275, -4.94466, -3.34712)  -0.8010
C (1.15717, -4.83796, -2.13367)  -0.9936
C (1.21596, -3.66088, -1.40587)  -0.1959
C (0.43483, 2.05251, -3.06788)  0.2594
C (0.68277, 2.39004, -4.38968)  -0.6989
C (-0.29353, 3.07133, -5.10261)  -0.9038
C (-1.50744, 3.38237, -4.51128)  -0.9573
C (-1.77070, 2.97794, -3.21102)  -0.0622
C (-0.80791, 2.29683, -2.47721)  0.2676
P (-1.03751, 1.62835, -0.76960)  1.9222
C (-0.70812, 3.20706, 0.09647)  0.7706
C (-1.67126, 4.13587, 0.47978)  -0.6670
C (-1.30296, 5.27483, 1.18092)  -0.8787
C (0.02894, 5.52224, 1.47438)  -0.7008
C (1.00005, 4.63412, 1.03434)  -0.5342
C (0.63446, 3.48144, 0.36262)  -0.2661
C (-2.85608, 1.39959, -0.80469)  0.0662
C (-3.70232, 1.66628, 0.27004)  -0.3355
C (-5.03776, 1.29401, 0.22346)  -1.1896
C (-5.54452, 0.62029, -0.87710)  -0.9247
C (-4.70220, 0.30605, -1.93281)  -0.7260
C (-3.37352, 0.69454, -1.89650)  -0.7912
H (3.05548, 3.06744, -3.41646)  0.6639
H (5.45640, 2.57095, -3.64310)  0.4278
H (6.37749, 0.45410, -2.74284)  0.4458
H (4.89543, -1.13626, -1.58841)  0.5962
H (3.20170, 0.63772, 1.01329)  0.0880
H (5.12794, 0.37992, 2.56650)  0.4328
H (6.22126, -1.82152, 2.80717)  0.3516
H (5.37640, -3.76556, 1.53228)  0.4048
H (3.48626, -3.49842, -0.02258)  0.3620
H (3.15510, -1.84476, -3.50368)  0.3836
H (3.06377, -3.93777, -4.77291)  0.4005
H (1.76106, -5.86014, -3.92172)  0.3699
H (0.57976, -5.66780, -1.74747)  0.5054
H (0.67098, -3.59031, -0.47169)  0.2048
H (1.60913, 2.11584, -4.87317)  0.6130
H (-0.09382, 3.36480, -6.12481)  0.3871
H (-2.25681, 3.92655, -5.07111)  0.4531
H (-2.72944, 3.18776, -2.75522)  0.5302
H (-2.71201, 3.98636, 0.22931)  0.5019
H (-2.06453, 5.97137, 1.50788)  0.4483
H (0.30875, 6.40179, 2.03945)  0.3966
H (2.04414, 4.82959, 1.24424)  0.4484
H (1.38713, 2.76332, 0.05802)  0.1026
H (-3.31208, 2.14177, 1.15937)  0.5842
H (-5.68531, 1.52443, 1.06029)  0.4650
H (-6.58682, 0.33008, -0.90634)  0.3898
H (-5.07677, -0.24821, -2.78405)  0.4237
H (-2.72224, 0.44319, -2.72451)  0.4404
S (0.59952, -2.39253, 1.49943)  0.1647
C (0.31527, -1.90181, 3.15907)  0.5936
C (1.15693, -1.04986, 3.84700)  -0.8455
C (0.82571, -0.61164, 5.13055)  0.2450
C (1.68670, 0.29068, 5.81677)  0.1592
N (2.39129, 1.01520, 6.37215)  -0.7288
C (-0.36213, -1.04562, 5.73763)  0.6593
C (-1.19307, -1.95833, 5.09986)  -0.7274
C (-0.88010, -2.43492, 3.82180)  -0.5061
S (-1.82411, -3.62931, 3.00550)  -0.3687
C (-0.70978, -0.58938, 7.04566)  -0.1786
N (-1.00617, -0.25875, 8.10762)  -0.6777
H (2.07079, -0.70306, 3.38402)  0.6009
H (-2.09198, -2.29447, 5.59738)  0.5396

Atoms 1-3, force components in eV/Å:
0.9 0.5 0.7
0.0 0.0 0.0
-0.3 0.1 0.1


4.
This record from the OMol25 dataset describes a cluster of 2 separate species, C4H8ClNO in total in a non-equilibrium geometry. The level of theory is wB97M-V/def2-TZVPD.

Calculated values
Molar mass (g/mol): 121.6
Net charge: 0
ΔE to the lowest compared entry with this formula, charge and spin (kcal/mol): 84.96
Kohn-Sham gap (eV): 8.35

Last column: Mulliken charge in e.
Positions of all 15 atoms, in Å:
C (3.53751, 0.01027, -0.42389)  0.1170
C (-1.50723, 0.68503, -0.87033)  -1.5796
C (-0.54041, 0.28333, 0.27194)  0.2137
C (-0.43358, -1.02706, 0.85886)  -0.2041
N (3.21042, -0.33668, 0.78839)  -0.3116
O (2.81432, 0.47277, -1.28011)  -0.5448
Cl (-0.82856, -2.39752, -0.16995)  -0.1038
H (-2.51321, 0.45659, -0.63619)  0.3729
H (-1.48540, 1.65238, -1.16717)  0.4799
H (-1.18928, 0.22431, -1.68740)  0.4588
H (-0.68713, 1.08337, 1.00546)  0.2765
H (0.40845, 0.36814, -0.18002)  0.0590
H (4.56783, -0.24143, -0.67249)  0.3207
H (3.74067, -1.04244, 1.26246)  0.2628
H (2.29461, -0.41175, 1.07088)  0.1826

Atoms 1-3, force components in eV/Å:
0.6 -0.1 -2.8
-0.2 -1.6 3.3
-2.9 1.6 -0.6